Entry from the OMol25 dataset: a molecular structure, C19H53Br6N11O12P2 (the ωB97M-V functional and the def2-TZVPD basis).

**Frontier orbital gap**: 0.2720 Ha
**HOMO energy**: -8.0571 eV
**Electronic energy**: -18387.23663 hartree
**F_max**: 2.933 eV/A

Structure (ORCA input):
```
! wB97M-V def2-TZVPD RIJCOSX def2/J DEFGRID3
* xyz 0 1
C -2.651 3.044 0.582
N -2.195 3.658 -0.740
O -3.105 3.957 -1.497
O -1.016 4.018 -0.782
H -3.732 2.911 0.549
H -2.334 3.627 1.447
H -2.160 2.071 0.625
C 2.139 -2.358 2.930
N 2.374 -2.815 4.359
O 1.513 -3.534 4.827
O 3.473 -2.548 4.910
H 3.024 -2.400 2.296
H 1.858 -1.306 2.983
H 1.384 -2.999 2.474
C -1.291 -1.776 -0.289
N -0.540 -0.810 0.573
O -1.142 -0.109 1.394
O 0.656 -0.754 0.534
H -1.896 -2.197 0.514
H -0.540 -2.452 -0.698
H -2.007 -1.277 -0.943
C 3.938 -0.981 -0.464
N 4.523 -2.366 -0.439
O 4.771 -2.866 0.655
O 4.626 -2.872 -1.524
H 2.963 -0.947 0.020
H 3.720 -0.662 -1.483
H 4.647 -0.317 0.030
C 0.068 0.556 4.504
N -0.050 0.044 5.887
O -0.109 0.893 6.758
O 0.037 -1.136 6.127
H 1.123 0.707 4.274
H -0.582 1.430 4.554
H -0.442 -0.149 3.848
O -1.815 -2.712 -3.051
P -1.054 -3.735 -3.914
N -1.251 -5.352 -3.505
C -2.493 -5.723 -2.860
C -0.669 -6.414 -4.309
N 0.678 -3.559 -3.931
C 1.220 -2.286 -4.505
C 1.460 -4.069 -2.811
N -1.437 -3.599 -5.582
C -0.660 -4.248 -6.661
C -2.783 -3.211 -5.929
H -2.847 -4.928 -2.205
H -2.503 -6.677 -2.332
H -3.290 -5.655 -3.601
H -1.409 -6.783 -5.020
H -0.488 -7.206 -3.584
H 0.297 -6.099 -4.705
H 0.443 -1.522 -4.520
H 2.117 -1.943 -3.990
H 1.570 -2.550 -5.503
H 1.110 -3.589 -1.897
H 1.594 -5.150 -2.799
H 2.469 -3.694 -2.984
H -1.032 -5.267 -6.768
H -0.874 -3.755 -7.610
H 0.403 -4.175 -6.432
H -2.932 -2.138 -6.054
H -3.398 -3.437 -5.058
H -3.162 -3.750 -6.798
O -0.776 3.980 3.857
P 0.560 4.600 3.703
N 1.344 4.904 5.145
C 0.951 5.976 6.022
C 1.846 3.653 5.781
N 0.481 6.064 2.766
C -0.639 6.253 1.902
C 1.439 7.193 2.911
N 1.664 3.706 2.748
C 1.141 2.627 1.794
C 3.124 3.994 2.597
H -0.126 6.103 6.127
H 1.309 6.913 5.595
H 1.505 6.076 6.955
H 2.452 3.089 5.073
H 1.108 2.967 6.198
H 2.502 3.822 6.635
H -1.533 6.115 2.510
H -0.742 7.283 1.561
H -0.619 5.555 1.065
H 2.188 6.951 3.666
H 1.986 7.404 1.991
H 0.880 8.034 3.319
H 1.671 1.713 2.063
H 0.094 2.420 2.015
H 1.227 2.956 0.759
H 3.380 4.204 1.558
H 3.514 3.007 2.843
H 3.388 4.819 3.259
C -1.791 0.622 -3.427
Br -2.480 1.071 -5.243
Br -3.255 0.846 -2.095
Br -0.114 1.609 -3.123
H -1.444 -0.411 -3.432
C -5.094 -2.092 -2.979
Br -6.111 -3.804 -3.230
Br -6.133 -1.225 -1.441
Br -5.172 -0.842 -4.562
H -4.034 -2.215 -2.760
*
```

Here are the Löwdin charges for atoms 1 to 5, given in e: atom 1 (C): 0.03, atom 2 (N): -0.43, atom 3 (O): 0.01, atom 4 (O): 0.00, atom 5 (H): 0.09



Entry from the OMol25 dataset: 7 unconnected molecules or ions with the total composition C19H53ClN3O10P2 (the ωB97M-V functional and the def2-TZVPD basis).

**Frontier orbital gap**: 0.2379 Ha
**HOMO energy**: -11.4521 eV
**Electronic energy**: -2814.98510 hartree
**F_max**: 4.353 eV/A

Structure (ORCA input):
```
! wB97M-V def2-TZVPD RIJCOSX def2/J DEFGRID3
* xyz 1 1
C 2.666 -1.390 3.438
C 1.662 -0.163 3.369
C 0.222 -0.575 2.910
C -0.137 -0.249 1.420
P -1.488 -1.538 1.066
O -0.893 -2.908 0.815
O -2.544 -1.711 2.352
O -2.417 -0.991 -0.192
C 0.875 -0.534 0.264
N 1.901 -1.543 0.419
C 1.289 0.939 -0.046
C 2.175 1.257 -1.293
Cl 1.243 1.307 -2.843
C 3.012 2.561 -0.987
C 3.091 3.597 -2.152
C 0.026 1.794 0.258
P -0.369 3.485 -0.439
O -1.880 3.596 -0.633
N -0.680 1.078 1.088
C -1.960 1.586 1.649
C -1.739 2.891 2.505
C -2.732 3.007 3.717
N -4.099 2.554 3.433
H 3.069 -1.532 4.455
H 2.199 -2.306 3.034
H 3.531 -1.174 2.774
H 2.088 0.702 2.823
H 1.562 0.177 4.426
H 0.021 -1.635 3.161
H -0.490 0.022 3.532
H -2.079 -2.029 3.133
H -3.181 -1.579 -0.276
H 0.321 -0.825 -0.672
H 1.560 -2.361 0.912
H 2.251 -1.797 -0.497
H 1.978 1.235 0.790
H 2.893 0.412 -1.366
H 2.511 3.085 -0.131
H 4.026 2.293 -0.623
H 3.566 4.520 -1.750
H 2.114 3.882 -2.581
H 3.725 3.217 -2.978
H 0.110 4.435 0.503
H 0.233 3.617 -1.716
H -2.716 1.729 0.848
H -2.396 0.838 2.349
H -0.677 2.954 2.836
H -1.902 3.764 1.834
H -2.263 2.454 4.561
H -2.783 4.077 3.986
H -4.385 2.745 2.481
H -4.198 1.577 3.675
C -0.590 6.278 3.363
O -0.699 5.335 4.424
H 0.187 5.938 2.679
H -1.539 6.350 2.822
H -0.316 7.259 3.756
H -1.386 5.653 5.016
C 3.627 -4.572 1.252
O 3.538 -4.297 2.647
H 3.850 -3.642 0.731
H 4.426 -5.291 1.060
H 2.677 -4.972 0.885
H 3.343 -5.127 3.090
C -2.485 -5.235 -1.919
O -1.177 -5.751 -1.717
H -2.826 -5.525 -2.911
H -3.167 -5.647 -1.169
H -2.467 -4.143 -1.849
H -0.899 -5.482 -0.837
C -5.306 2.857 -2.122
O -3.994 2.471 -2.514
H -6.023 2.331 -2.750
H -5.482 2.588 -1.076
H -5.437 3.934 -2.253
H -3.375 2.944 -1.950
C 2.149 -2.029 -5.558
O 1.167 -2.092 -4.527
H 2.182 -2.993 -6.063
H 1.881 -1.254 -6.281
H 3.130 -1.815 -5.128
H 1.148 -1.238 -4.091
C 1.135 -5.902 -6.064
O 0.413 -4.868 -6.724
H 1.109 -6.793 -6.688
H 2.176 -5.599 -5.915
H 0.674 -6.125 -5.099
H 0.447 -4.091 -6.159
*
```

Here are the Löwdin charges for atoms 1 to 5, given in e: atom 1 (C): -0.10, atom 2 (C): -0.20, atom 3 (C): -0.13, atom 4 (C): -0.31, atom 5 (P): 0.63



Entry from the OMol25 dataset: a molecular structure, C19H53F3HfN3O12S (the ωB97M-V functional and the def2-TZVPD basis).

**Frontier orbital gap**: 0.0557 Ha
**HOMO energy**: -14.2473 eV
**Electronic energy**: -2567.49263 hartree
**F_max**: 8.448 eV/A

Structure (ORCA input):
```
! wB97M-V def2-TZVPD RIJCOSX def2/J DEFGRID3
* xyz 3 1
Hf -1.843 2.542 1.333
C 1.160 -1.256 1.233
F 1.787 -2.294 0.775
F 0.447 -1.635 2.318
F 1.988 -0.292 1.650
S -0.058 -0.519 0.027
O -0.743 0.711 0.556
O 0.784 -0.175 -1.116
O -1.062 -1.541 -0.249
C 2.674 1.475 -4.274
O 1.464 0.781 -3.984
H 3.533 0.802 -4.243
H 2.537 1.927 -5.251
H 2.918 2.254 -3.544
H 1.456 0.458 -3.077
C 4.369 -2.577 2.043
O 5.498 -2.830 2.857
H 4.477 -1.727 1.355
H 4.075 -3.442 1.459
H 3.571 -2.249 2.724
H 5.690 -2.040 3.368
C 2.163 3.195 -0.977
C 1.564 2.746 0.345
C 2.596 2.940 1.439
O 2.305 2.266 2.682
C 3.362 2.377 3.634
N 0.218 3.471 0.557
H 2.434 4.252 -1.048
H 1.529 2.947 -1.831
H 3.097 2.688 -1.228
H 1.429 1.666 0.369
H 2.760 3.966 1.798
H 3.553 2.609 1.037
H 4.330 2.149 3.181
H 3.300 1.597 4.393
H 3.376 3.372 4.077
H 0.696 4.142 1.178
H 0.081 4.047 -0.296
C -0.541 -5.669 2.189
C -0.214 -5.919 0.727
C -0.681 -4.893 -0.296
O -0.603 -5.372 -1.603
C -1.036 -4.416 -2.545
N 1.200 -6.226 0.545
H -0.073 -6.410 2.833
H -1.608 -5.668 2.417
H -0.161 -4.677 2.465
H -0.766 -6.845 0.473
H -0.147 -3.986 0.023
H -1.713 -4.663 0.004
H -0.782 -3.390 -2.232
H -2.117 -4.480 -2.672
H -0.416 -4.442 -3.442
H 1.344 -6.052 -0.452
H 1.500 -7.187 0.664
C -1.680 1.590 -3.247
C -1.317 2.479 -2.052
C -1.070 3.892 -2.540
O -0.796 4.763 -1.455
C -0.380 6.091 -1.803
N -2.377 2.416 -0.983
H -2.357 2.160 -3.890
H -2.189 0.665 -2.985
H -0.766 1.375 -3.801
H -0.378 2.108 -1.632
H -1.935 4.262 -3.106
H -0.241 3.875 -3.256
H -0.344 6.586 -0.825
H -1.119 6.681 -2.342
H 0.645 6.076 -2.171
H -2.844 1.524 -1.205
H -3.055 3.127 -1.292
C -1.737 0.057 3.823
C -0.423 0.848 4.017
O -0.264 1.815 2.962
O -2.439 0.514 2.647
H -2.339 0.302 4.698
H -1.602 -1.021 3.804
H 0.455 0.202 4.058
H -0.410 1.328 4.997
H 0.743 1.993 2.949
H -3.062 -0.156 2.321
C -4.485 -0.502 -1.262
C -4.413 -1.963 -1.625
O -4.516 -2.693 -0.410
O -3.369 -0.038 -0.450
H -5.434 -0.242 -0.786
H -4.562 0.094 -2.181
H -3.549 -2.120 -2.280
H -5.321 -2.155 -2.207
H -4.842 -3.569 -0.656
H -2.933 -0.875 -0.198
*
```

Here are the Löwdin charges for atoms 1 to 5, given in e: atom 1 (Hf): 2.28, atom 2 (C): -0.64, atom 3 (F): 0.23, atom 4 (F): 0.12, atom 5 (F): 0.14